Entry 1:
This record from the OMol25 dataset describes a structure of composition C36H40IN5O10PRu. The level of theory is the ωB97M-V functional and the def2-TZVPD basis.

Positions of all 94 atoms, in Å:
H  4.855  -1.682  5.595
C  4.180  3.865  -1.674
N  2.393  0.702  0.361
H  1.167  -2.342  6.168
H  -1.981  1.870  6.684
O  -2.132  1.573  -0.240
H  2.790  -2.741  6.744
H  2.076  -5.528  2.040
H  2.242  -3.324  5.159
C  -0.004  3.227  -1.588
C  5.173  0.900  0.409
C  4.201  -1.467  4.747
H  0.792  2.154  5.271
H  5.079  -0.853  1.623
C  2.787  -1.231  5.235
H  0.186  2.067  3.591
O  4.847  -1.866  -1.597
C  1.908  -1.886  -1.370
C  -2.207  0.828  4.151
C  2.734  3.744  -1.678
C  2.181  2.621  -1.016
H  -2.781  4.139  0.796
O  0.286  -0.170  2.383
H  -1.497  -3.396  2.881
H  -0.658  3.046  4.793
H  -2.857  1.690  4.317
C  -0.980  0.946  5.035
N  2.367  0.696  -4.693
H  2.591  -0.947  1.573
C  1.420  -4.677  1.898
H  -0.471  1.055  7.129
H  -3.798  2.805  1.343
C  3.121  -0.180  1.030
C  -1.817  2.260  0.773
O  -0.040  0.096  -2.088
H  -1.044  2.945  -1.587
C  -0.344  -2.616  1.258
C  1.257  0.742  -3.980
C  -1.361  0.991  6.498
Ru  0.089  0.628  -0.165
C  2.721  -0.050  6.183
C  -0.100  2.118  4.643
C  4.986  2.934  -1.004
H  4.069  -2.978  -3.078
O  2.060  -0.884  4.002
C  1.718  -3.743  0.865
C  2.083  -0.939  -2.467
O  6.077  4.962  -2.285
O  4.176  5.758  -2.974
H  4.576  -0.582  4.228
C  0.798  -2.725  0.522
H  -1.924  0.098  6.778
C  3.016  1.689  -0.306
C  -0.459  -3.246  2.602
H  6.057  3.072  -1.021
O  -0.208  -0.319  4.913
H  2.636  -3.859  0.304
H  5.110  -0.956  -1.410
O  -0.646  2.163  1.259
C  1.087  -0.031  -2.799
H  0.448  2.698  -4.311
H  2.646  -2.683  -1.297
C  4.528  -0.102  1.068
H  -1.920  0.800  3.100
C  4.382  -1.942  -2.947
P  0.536  -0.868  3.655
C  0.456  4.368  -2.198
H  5.186  -1.760  -3.660
H  3.393  -0.232  7.024
N  4.839  4.910  -2.341
C  0.164  1.654  -4.464
H  1.712  0.095  6.572
N  0.848  2.380  -0.995
H  0.131  -5.183  3.518
H  -2.512  3.460  2.408
C  1.811  4.635  -2.256
C  4.420  1.869  -0.320
H  4.230  -2.316  4.059
H  2.180  5.515  -2.752
C  0.351  -4.504  2.703
C  3.359  -0.136  -4.310
H  -2.767  -0.078  4.396
H  3.040  0.863  5.676
H  -0.258  5.037  -2.661
C  3.257  -0.991  -3.246
I  -1.852  -1.387  0.538
N  0.949  -1.796  -0.540
H  0.030  1.510  -5.537
C  2.204  -2.487  5.859
O  0.127  -2.396  3.671
H  4.262  -0.116  -4.912
C  -2.791  3.218  1.384
H  6.256  0.983  0.433
H  -0.773  1.467  -3.945

Results
- spin multiplicity = 6
- orbital gap (spin up / spin down) (eV) = 4.089 / 6.103
- HOMO level (spin up / spin down) (eV) = -5.2453 / -8.1579
- ΔE to the lowest compared entry with this formula, charge and spin (eV) = 0.701
- expectation value of S² = 8.85
- LUMO (spin up / spin down) (Ha) = -0.042 / -0.076



Entry 2:
This record from the OMol25 dataset describes a structure of composition C36H41IrN5O8PS2. The level of theory is the ωB97M-V functional and the def2-TZVPD basis.

Positions of all 94 atoms, in Å:
C  1.566  2.845  2.622
H  0.102  -0.057  5.978
C  0.623  -3.931  1.302
Ir  -0.291  -0.304  -0.117
C  -4.261  1.289  -0.798
H  1.345  -4.688  -1.803
O  -1.979  -1.441  3.905
P  1.176  0.563  1.266
H  -0.261  0.767  3.701
N  -0.872  -2.019  -1.059
C  2.835  0.625  0.556
N  -1.650  1.411  -0.324
C  0.573  0.122  3.919
C  -0.762  4.149  1.974
H  -0.052  5.771  3.176
H  5.077  -1.428  -0.852
H  -1.428  -1.933  -1.912
C  2.217  1.282  -6.254
H  2.221  3.876  -4.007
C  2.052  2.867  -4.385
H  3.060  -1.691  2.351
C  0.907  0.787  -4.328
S  -2.522  -0.640  2.837
C  0.765  -0.350  5.197
C  -0.452  2.908  1.372
H  -2.085  3.521  -2.234
C  5.401  0.666  -0.556
C  3.505  1.832  0.404
H  1.455  -2.946  -1.796
H  -4.643  3.017  0.447
C  -4.712  1.952  0.498
C  1.288  1.912  -3.638
H  0.974  -0.502  -6.075
N  0.680  0.413  -1.871
C  -2.721  3.141  -1.399
C  0.690  2.211  1.741
C  4.737  1.863  -0.206
H  1.652  -3.740  1.574
N  0.436  -3.791  -0.169
C  3.465  -0.577  0.232
C  2.398  -1.262  3.113
C  1.830  -1.246  5.476
H  2.067  -1.556  6.479
C  -3.207  -3.346  -0.541
C  -1.894  -5.489  -0.291
H  -0.838  -5.850  -0.223
C  4.701  -0.519  -0.424
O  -3.673  -1.105  2.191
H  3.372  3.116  -6.026
C  1.455  -0.263  2.853
H  3.300  -2.501  4.591
H  -4.204  1.552  1.399
O  -2.094  3.571  -0.174
H  2.977  -1.518  0.390
H  -2.371  -5.679  0.678
H  -2.619  1.167  -2.270
O  -1.052  -0.731  -3.471
O  -2.425  0.809  3.063
H  -5.701  -0.365  -0.614
C  -4.635  -0.208  -0.811
C  1.091  1.730  -2.191
H  3.010  2.762  0.704
H  -5.763  1.703  0.618
C  0.150  4.778  2.755
H  5.224  2.803  -0.287
C  -1.333  2.502  0.270
H  -4.385  -0.673  -1.773
H  -3.296  -2.642  0.298
H  -4.913  1.675  -1.629
O  1.181  2.632  -1.360
H  -3.280  -2.743  -1.444
C  1.343  4.134  3.074
C  2.590  -1.705  4.426
H  6.440  0.689  -0.950
O  -1.236  -0.877  1.442
H  -0.047  -3.212  1.770
H  -4.076  -0.708  -0.011
H  2.623  1.044  -7.211
H  -4.023  -4.115  -0.561
H  2.494  2.334  2.973
S  0.367  -0.477  -3.287
H  -1.730  4.598  1.800
H  2.516  -3.910  -0.690
C  1.304  0.450  -5.624
C  -2.796  1.646  -1.321
H  0.312  -4.929  1.684
C  1.527  -3.829  -1.164
N  -1.910  -4.018  -0.524
H  -3.665  3.670  -1.494
C  2.591  2.496  -5.605
H  -2.437  -5.914  -1.137
H  2.052  4.581  3.739
C  -0.787  -3.258  -0.576
O  1.370  -1.545  -3.367

Results
- net charge = +1
- spin multiplicity = 6
- orbital gap (spin up / spin down) (eV) = 5.521 / 5.314
- HOMO level (spin up / spin down) (eV) = -8.4884 / -11.5729
- expectation value of S² = 8.78
- LUMO (spin up / spin down) (Ha) = -0.109 / -0.230



Entry 3:
This record from the OMol25 dataset describes a structure of composition C36H41IrN6O4SSi. The level of theory is the ωB97M-V functional and the def2-TZVPD basis.

Positions of all 90 atoms, in Å:
H  -2.926  5.071  -2.689
O  -3.363  -3.115  -0.248
C  3.456  4.103  -1.167
C  2.189  -0.492  -0.886
N  1.000  -2.955  -1.044
C  4.763  3.517  0.736
H  3.840  -1.263  2.654
H  -4.846  3.611  -1.017
H  6.002  0.066  -1.205
C  -2.279  6.213  0.638
C  -3.258  0.915  -1.197
H  5.380  4.945  -0.745
H  0.823  0.128  2.373
H  2.596  -2.504  2.944
C  -3.406  -1.767  -0.559
C  -4.537  4.280  -0.221
H  3.776  2.082  2.016
H  3.285  4.678  -2.061
H  -4.857  3.834  0.716
N  -0.999  1.740  1.906
H  -1.822  3.715  -2.476
H  -5.393  0.868  -1.203
C  0.578  -4.183  -1.539
N  2.635  2.508  0.384
H  -1.515  1.154  5.137
Si  -2.635  4.554  -0.259
C  3.282  -2.090  2.207
C  -2.646  3.252  2.741
C  2.448  3.218  -0.765
H  4.470  0.954  -2.934
H  -4.869  -3.109  1.171
C  0.256  -1.811  -0.827
H  -1.260  6.253  1.010
O  1.737  1.699  0.836
H  -1.265  5.351  -2.208
N  -1.777  3.228  0.433
H  -0.410  -7.674  -2.885
H  5.118  -1.163  0.705
H  1.942  -2.950  -0.685
H  -0.319  -0.862  3.295
C  4.430  -0.780  -0.031
C  3.119  -6.218  0.094
C  -0.856  1.191  3.101
C  0.947  -6.571  -1.658
C  -4.519  -3.686  0.309
H  -2.940  6.364  1.486
H  -4.227  -4.682  0.638
H  -3.336  4.059  2.564
H  3.901  -5.825  0.741
C  -1.624  1.622  4.173
C  -0.474  -4.324  -2.437
C  2.718  0.202  -1.967
C  3.066  -0.987  0.103
C  -2.111  4.686  -2.082
H  -5.536  -1.499  -0.571
C  -4.485  0.302  -1.051
H  3.579  -6.718  -0.764
H  1.494  -7.452  -1.368
O  2.355  -5.109  -0.304
H  3.991  -2.864  1.895
C  4.936  -0.085  -1.121
C  -2.049  0.231  -0.998
H  -5.080  5.211  -0.350
C  -2.536  2.659  3.974
C  3.757  2.662  1.107
H  2.038  0.590  -2.710
H  -5.328  -3.770  -0.424
H  -3.234  1.956  -1.474
C  1.307  -5.330  -1.163
Ir  -0.391  1.439  -0.255
C  4.082  0.407  -2.088
C  4.610  4.255  -0.435
C  -2.154  -1.140  -0.745
N  -1.067  -2.017  -0.688
O  2.478  -1.669  1.138
C  -0.827  -5.573  -2.917
H  5.636  3.615  1.359
S  0.999  3.066  -1.665
C  -0.128  -6.696  -2.526
C  0.169  0.110  3.241
H  -1.346  -2.985  -0.598
H  -2.416  7.053  -0.036
H  -3.148  3.011  4.795
H  0.754  0.252  4.149
H  -1.650  -5.659  -3.607
H  2.521  -6.944  0.653
H  -1.013  -3.455  -2.776
C  -1.842  2.778  1.679
N  0.802  -0.639  -0.772
C  -4.569  -1.039  -0.700

Results
- spin multiplicity = 1
- orbital gap (spin up / spin down) (eV) = 7.046 / 7.044
- HOMO level (spin up / spin down) (eV) = -7.0289 / -7.0324
- LUMO (spin up / spin down) (Ha) = 0.001 / 0.000